No. 1
Here is a 13-piece molecular cluster, C56H133N15O16 overall at a distorted geometry from the Open Molecules 2025 dataset. Energies are from ωB97M-V/def2-TZVPD.

Geometry (Å):
C  32.867  -20.955  -25.723
C  31.336  -20.901  -25.589
O  30.938  -19.889  -24.645
O  33.509  -21.487  -24.583
H  33.211  -19.957  -25.995
H  33.196  -21.609  -26.530
H  31.012  -21.891  -25.268
H  30.918  -20.771  -26.587
H  31.571  -19.182  -24.788
H  33.439  -22.441  -24.502
C  21.032  -19.096  -30.796
C  21.276  -17.548  -30.840
O  21.747  -17.073  -32.132
O  20.557  -19.422  -29.506
H  21.970  -19.601  -31.028
H  20.359  -19.548  -31.524
H  22.150  -17.395  -30.206
H  20.471  -16.893  -30.507
H  22.320  -17.778  -32.443
H  20.919  -18.904  -28.784
C  28.075  -14.959  -29.879
C  28.172  -14.440  -31.345
O  27.315  -15.133  -32.310
O  26.688  -14.967  -29.378
H  28.647  -14.404  -29.136
H  28.523  -15.948  -29.980
H  29.241  -14.441  -31.559
H  27.916  -13.386  -31.241
H  26.435  -14.834  -32.066
H  26.454  -14.086  -29.076
C  21.042  -23.989  -26.644
O  22.151  -24.520  -26.763
N  19.922  -24.537  -26.817
N  20.758  -22.739  -26.399
H  19.931  -25.511  -27.083
H  19.057  -24.025  -26.715
H  21.446  -22.002  -26.463
H  19.800  -22.501  -26.608
C  25.998  -23.034  -22.099
O  24.925  -23.518  -22.518
N  26.986  -22.799  -22.865
N  26.345  -22.742  -20.893
H  27.842  -22.358  -22.558
H  26.793  -23.030  -23.828
H  25.695  -23.056  -20.186
H  27.192  -22.315  -20.545
C  24.889  -18.756  -33.289
O  23.733  -18.641  -33.188
N  25.702  -17.680  -33.193
N  25.590  -19.788  -33.653
H  26.675  -17.948  -33.236
H  25.462  -16.699  -33.173
H  26.598  -19.729  -33.690
H  25.155  -20.695  -33.741
C  23.423  -18.665  -24.947
O  22.915  -17.819  -24.172
N  23.527  -18.554  -26.236
N  23.885  -19.789  -24.516
H  22.923  -17.858  -26.651
H  24.156  -19.058  -26.844
H  23.915  -19.898  -23.512
H  24.412  -20.370  -25.153
C  26.815  -24.795  -25.493
O  27.501  -23.775  -25.554
N  27.300  -25.966  -25.106
N  25.625  -24.858  -25.808
H  26.571  -26.652  -24.967
H  28.253  -25.995  -24.775
H  25.205  -24.037  -26.222
H  25.034  -25.444  -25.236
C  26.367  -17.896  -22.006
C  26.420  -16.514  -21.286
C  27.852  -15.988  -21.214
C  28.472  -15.352  -22.468
C  27.443  -14.344  -23.031
C  25.990  -14.877  -23.145
N  25.596  -15.419  -21.878
O  24.321  -15.745  -21.733
C  25.101  -13.682  -23.466
C  25.819  -15.823  -24.323
C  25.995  -16.797  -19.802
H  25.431  -17.949  -22.560
H  26.500  -18.690  -21.270
H  27.112  -17.960  -22.799
H  27.797  -15.229  -20.434
H  28.601  -16.696  -20.861
H  28.775  -16.086  -23.214
H  29.433  -14.874  -22.278
H  27.861  -14.088  -24.005
H  27.502  -13.466  -22.389
H  24.030  -13.883  -23.501
H  25.451  -12.793  -22.941
H  25.241  -13.411  -24.512
H  25.851  -15.297  -25.277
H  26.546  -16.621  -24.471
H  24.762  -16.090  -24.327
H  26.736  -17.240  -19.136
H  25.139  -17.471  -19.763
H  25.671  -15.854  -19.363
H  24.168  -16.361  -22.453
C  22.291  -23.938  -33.771
C  23.469  -22.907  -33.568
C  24.870  -23.549  -33.378
C  25.627  -24.160  -34.515
C  25.905  -23.110  -35.574
C  24.516  -22.419  -36.012
N  23.719  -22.006  -34.737
O  22.654  -21.106  -35.065
C  24.881  -21.071  -36.750
C  23.675  -23.334  -36.904
C  23.083  -22.143  -32.267
H  21.382  -23.345  -33.874
H  22.159  -24.518  -32.857
H  22.372  -24.547  -34.671
H  25.533  -22.950  -32.754
H  24.788  -24.356  -32.650
H  25.015  -24.952  -34.946
H  26.567  -24.563  -34.139
H  26.299  -23.675  -36.419
H  26.750  -22.479  -35.297
H  25.501  -20.413  -36.140
H  25.441  -21.284  -37.661
H  24.065  -20.419  -37.059
H  22.708  -22.888  -37.135
H  24.111  -23.649  -37.852
H  23.379  -24.279  -36.446
H  23.641  -21.238  -32.028
H  23.032  -22.904  -31.488
H  22.017  -21.915  -32.274
H  22.883  -20.316  -34.569
C  30.341  -16.188  -25.779
C  31.579  -15.666  -26.520
C  31.836  -14.248  -25.985
C  32.485  -14.138  -24.600
C  33.905  -14.818  -24.716
C  33.736  -16.292  -25.221
N  32.896  -16.446  -26.426
O  32.734  -17.712  -26.875
C  35.145  -16.665  -25.698
C  33.393  -17.127  -23.975
C  31.146  -15.693  -28.021
H  30.693  -16.405  -24.771
H  30.212  -17.186  -26.198
H  29.491  -15.509  -25.700
H  32.548  -13.882  -26.725
H  30.935  -13.645  -26.100
H  31.762  -14.681  -23.991
H  32.457  -13.093  -24.290
H  34.247  -14.813  -23.681
H  34.623  -14.250  -25.309
H  35.754  -16.157  -26.447
H  35.827  -16.538  -24.857
H  35.191  -17.676  -26.103
H  32.439  -16.881  -23.508
H  33.179  -18.150  -24.283
H  34.143  -17.154  -23.184
H  30.542  -16.562  -28.282
H  32.082  -15.795  -28.570
H  30.700  -14.742  -28.314
H  33.325  -17.671  -27.630
C  28.126  -20.593  -27.778
C  26.834  -19.844  -27.375
C  26.414  -18.773  -28.489
C  25.730  -19.456  -29.651
C  24.542  -20.433  -29.293
C  24.994  -21.482  -28.276
N  25.645  -20.776  -27.119
O  25.767  -21.615  -25.944
C  23.634  -22.102  -27.712
C  25.752  -22.595  -28.912
C  27.160  -19.072  -26.147
H  28.389  -21.446  -27.153
H  28.891  -19.851  -28.007
H  28.005  -21.012  -28.777
H  25.721  -18.014  -28.127
H  27.352  -18.326  -28.818
H  26.446  -20.021  -30.248
H  25.358  -18.794  -30.432
H  24.294  -20.849  -30.269
H  23.725  -19.900  -28.806
H  23.822  -22.600  -26.761
H  23.029  -21.271  -27.350
H  23.118  -22.898  -28.248
H  26.130  -23.423  -28.313
H  25.104  -23.049  -29.662
H  26.557  -22.254  -29.564
H  28.088  -18.513  -26.267
H  27.370  -19.756  -25.325
H  26.337  -18.446  -25.803
H  26.503  -22.207  -26.117
C  30.390  -19.233  -31.453
C  30.844  -20.641  -31.783
C  29.875  -21.676  -31.096
C  29.864  -23.088  -31.591
C  29.779  -23.104  -33.140
C  30.777  -22.198  -33.940
N  30.783  -20.838  -33.246
O  31.477  -19.923  -34.066
C  32.158  -22.985  -33.949
C  30.132  -22.043  -35.318
C  32.236  -20.810  -31.203
H  30.594  -19.007  -30.406
H  29.314  -19.156  -31.609
H  30.869  -18.383  -31.938
H  30.029  -21.800  -30.024
H  28.870  -21.254  -31.086
H  29.081  -23.725  -31.181
H  30.679  -23.637  -31.119
H  28.772  -22.742  -33.351
H  29.811  -24.141  -33.475
H  32.330  -23.200  -32.894
H  32.069  -23.905  -34.526
H  33.038  -22.434  -34.283
H  30.619  -21.318  -35.970
H  30.034  -22.959  -35.900
H  29.101  -21.696  -35.250
H  32.412  -20.581  -30.152
H  32.916  -20.179  -31.776
H  32.476  -21.861  -31.364
H  32.351  -20.059  -33.692

total charge: +1
<S²>: 0.7546
HOMO-LUMO gap (spin up / spin down): 6.84 / 2.08 eV
LUMO (spin up / spin down): -2.0 / -6.8 eV
largest force on an atom: 8.60 eV/Å
energy: -4238.07680 Eh
2S+1: 2

Löwdin population analysis, charges in e, atoms 1 to 8: -0.2515 -0.2199 -0.0603 -0.0587 0.0932 0.1146 0.1160 0.0925

No. 2
Here is C31H62As3BrCrN4O4S2Si as an isolated structure at a distorted geometry from the Open Molecules 2025 dataset. Energies are from ωB97M-V/def2-TZVPD.

Geometry (Å):
Cr  -0.016  0.192  -0.090
C  2.452  2.700  1.432
As  0.718  2.533  0.552
C  -0.189  3.803  1.769
C  1.082  3.696  -0.992
C  -0.048  3.918  -2.008
C  -1.344  4.306  -1.276
C  -0.320  2.667  -2.857
As  -1.223  1.144  -2.013
C  -3.128  1.618  -2.182
C  -1.137  -0.044  -3.540
C  0.315  5.093  -2.934
As  1.864  5.202  -4.199
C  3.344  5.484  -2.931
C  2.281  3.343  -4.706
H  2.726  3.750  1.524
H  3.213  2.174  0.860
H  2.396  2.258  2.427
H  0.105  4.819  1.514
H  0.137  3.592  2.787
H  -1.275  3.726  1.729
H  1.936  3.232  -1.489
H  1.401  4.661  -0.588
H  -1.643  3.508  -0.589
H  -2.152  4.460  -1.993
H  -1.212  5.227  -0.705
H  0.618  2.236  -3.202
H  -0.908  2.945  -3.736
H  -3.260  2.227  -3.074
H  -3.509  2.158  -1.317
H  -3.696  0.695  -2.301
H  -1.496  0.453  -4.441
H  -1.738  -0.930  -3.342
H  -0.099  -0.346  -3.670
H  0.430  5.995  -2.323
H  -0.549  5.283  -3.577
H  3.277  6.487  -2.509
H  4.281  5.426  -3.486
H  3.374  4.761  -2.119
H  1.471  2.951  -5.321
H  2.466  2.652  -3.884
H  3.176  3.380  -5.328
Br  -5.234  0.832  4.097
C  -3.762  0.612  2.947
C  -3.931  0.058  1.686
C  -2.832  -0.050  0.860
N  -1.598  0.343  1.212
C  -1.451  0.844  2.450
C  -2.491  1.011  3.337
H  -4.899  -0.289  1.357
H  -2.925  -0.479  -0.129
H  -0.448  1.121  2.742
H  -2.312  1.434  4.314
O  1.202  -3.112  -0.338
S  -0.034  -2.791  -1.050
N  -0.662  -1.455  -0.799
N  2.409  -0.684  1.467
C  2.902  -1.485  2.419
C  1.828  -2.009  3.106
C  0.707  -1.473  2.472
N  1.072  -0.675  1.472
H  2.872  -0.295  0.646
H  3.959  -1.628  2.558
H  1.845  -2.691  3.937
H  -0.334  -1.636  2.701
C  4.849  2.318  -2.152
C  5.600  1.015  -2.396
C  6.083  0.957  -3.841
C  6.764  0.880  -1.420
O  4.747  -0.108  -2.150
Si  3.329  -0.720  -2.637
S  1.892  0.349  -1.442
O  3.414  -2.318  -2.425
C  4.403  -3.244  -1.915
C  4.673  -2.953  -0.443
C  3.784  -4.625  -2.089
C  5.704  -3.137  -2.710
O  2.755  -0.375  -4.115
C  2.637  -1.124  -5.344
C  4.019  -1.591  -5.788
C  2.042  -0.163  -6.364
C  1.715  -2.326  -5.138
H  5.538  3.163  -2.177
H  4.361  2.286  -1.179
H  4.085  2.458  -2.917
H  6.767  1.782  -4.040
H  5.227  1.033  -4.514
H  6.601  0.016  -4.033
H  7.486  1.681  -1.578
H  7.272  -0.073  -1.563
H  6.394  0.934  -0.394
H  3.732  -2.957  0.100
H  5.154  -1.976  -0.350
H  5.328  -3.714  -0.019
H  2.868  -4.693  -1.503
H  4.480  -5.395  -1.755
H  3.546  -4.799  -3.139
H  6.058  -2.110  -2.700
H  5.563  -3.453  -3.744
H  6.462  -3.775  -2.256
H  4.685  -0.736  -5.911
H  3.954  -2.122  -6.738
H  4.438  -2.259  -5.037
H  2.727  0.664  -6.550
H  1.097  0.241  -5.996
H  1.859  -0.681  -7.306
H  2.058  -2.911  -4.287
H  1.716  -2.956  -6.028
H  0.690  -2.001  -4.955

total charge: +1
<S²>: 3.8047
HOMO-LUMO gap (spin up / spin down): 7.71 / 7.37 eV
LUMO (spin up / spin down): -2.8 / -3.1 eV
largest force on an atom: 1.61 eV/Å
energy: -13150.10517 Eh
2S+1: 4

Löwdin population analysis, charges in e, atoms 1 to 8: 0.0303 -0.2629 1.1109 -0.2642 -0.3267 -0.6554 -0.0808 -0.3251

No. 3
Here is an isolated molecule of C3H7N3S at a distorted geometry from the Open Molecules 2025 dataset. Energies are from ωB97M-V/def2-TZVPD.

Geometry (Å):
C  -0.444  0.621  0.401
C  0.106  1.510  -0.723
C  0.634  -0.367  0.864
N  -1.629  0.488  0.818
N  0.423  -2.513  -0.141
N  0.249  0.556  -1.763
S  1.398  -1.291  -0.454
H  -0.622  2.225  -0.978
H  1.107  1.831  -0.630
H  1.323  0.257  1.557
H  0.056  -1.081  1.504
H  -1.756  -0.278  1.468
H  0.229  -3.334  -0.681
H  -0.541  -0.018  -2.036

HOMO-LUMO gap (spin up / spin down): 7.85 / 8.62 eV
LUMO (spin up / spin down): -0.4 / -0.4 eV
largest force on an atom: 3.47 eV/Å
energy: -680.79148 Eh
2S+1: 1

Löwdin population analysis, charges in e, atoms 1 to 8: -0.4361 -0.2673 -0.4289 0.1435 -0.3702 -0.0348 0.9279 0.1044

No. 4
Here is C26H37AsIMnN3O3S2Si2 as an isolated structure from the Open Molecules 2025 dataset. Energies are from ωB97M-V/def2-TZVPD.

Geometry (Å):
Mn  1.991  1.082  1.654
O  -1.199  0.049  -2.132
C  -1.967  -0.103  -1.192
N  -3.332  0.142  -1.295
C  -4.018  -0.193  -0.081
C  -2.779  -0.603  0.792
O  -2.927  -0.984  1.954
N  -1.659  -0.537  0.074
C  -4.907  -1.427  -0.209
C  -4.864  -2.233  -1.340
C  -5.646  -3.378  -1.425
C  -6.474  -3.738  -0.373
C  -6.511  -2.944  0.767
C  -5.735  -1.799  0.849
C  -4.822  0.976  0.477
C  -4.562  1.557  1.709
C  -5.327  2.631  2.148
C  -6.356  3.132  1.369
C  -6.621  2.556  0.132
C  -5.860  1.485  -0.303
H  -3.723  0.588  -2.104
H  -4.201  -1.958  -2.151
H  -5.601  -3.995  -2.315
H  -7.083  -4.633  -0.435
H  -7.146  -3.220  1.601
H  -5.752  -1.189  1.742
H  -3.749  1.179  2.313
H  -5.092  3.092  3.099
H  -6.940  3.977  1.714
H  -7.418  2.944  -0.492
H  -6.076  1.026  -1.263
S  -1.761  4.054  1.180
C  -0.539  3.050  1.584
N  0.338  2.346  1.904
I  3.206  0.278  3.994
C  6.921  3.079  -0.719
Si  5.824  1.929  0.315
C  6.401  0.165  -0.083
C  6.277  2.281  2.108
As  3.592  2.370  0.002
Si  3.245  1.496  -2.112
C  1.641  2.197  -2.795
C  4.619  1.941  -3.340
C  3.089  -0.389  -2.195
H  7.975  2.813  -0.581
H  6.779  4.113  -0.396
H  6.690  3.026  -1.784
H  7.365  -0.029  0.400
H  6.525  0.018  -1.159
H  5.681  -0.569  0.281
H  7.363  2.222  2.239
H  5.796  1.574  2.786
H  5.946  3.281  2.395
H  1.683  3.288  -2.842
H  0.791  1.920  -2.169
H  1.451  1.808  -3.800
H  4.799  3.018  -3.358
H  4.313  1.626  -4.343
H  5.562  1.444  -3.101
H  2.121  -0.690  -1.794
H  3.873  -0.878  -1.612
H  3.150  -0.732  -3.234
O  1.527  -0.743  0.862
S  0.817  -1.907  0.218
C  2.114  -3.192  0.256
C  1.933  -4.010  1.530
C  0.422  -4.114  1.718
C  -0.113  -2.698  1.563
H  3.050  -2.640  0.189
H  2.001  -3.804  -0.642
H  2.378  -3.479  2.374
H  2.416  -4.987  1.452
H  0.138  -4.526  2.688
H  -0.001  -4.768  0.949
H  0.131  -2.075  2.426
H  -1.175  -2.594  1.366

total charge: -2
<S²>: 8.7569
HOMO-LUMO gap (spin up / spin down): 5.90 / 6.13 eV
LUMO (spin up / spin down): 4.1 / 4.1 eV
largest force on an atom: 0.39 eV/Å
energy: -6463.07619 Eh
2S+1: 6

Löwdin population analysis, charges in e, atoms 1 to 8: 0.2015 0.0067 -0.5662 0.1239 -0.2882 -0.4649 0.0083 0.1406

Question: energy of number 1 (C56H133N15O16)?
Answer: -4238.07680 Eh

Question: Number 1 is which compound?
Answer: C56H133N15O16